{
  "formula": "C20H43BNO10",
  "method": "ωB97M-V with the def2-TZVPD basis set",
  "lumo_energy_ev": 2.1,
  "multiplicity": 1,
  "homo_energy_ev": -3.54,
  "charge": -1,
  "max_force_ev_per_a": 1.8,
  "homo_lumo_gap_ev": 5.69,
  "elements": ["C", "C", "N", "C", "C", "O", "B", "O", "H", "H", "H", "H", "H", "H", "H", "H", "H", "H", "H", "O", "C", "O", "C", "C", "C", "H", "H", "H", "H", "H", "H", "H", "H", "O", "C", "O", "C", "C", "C", "H", "H", "H", "H", "H", "H", "H", "H", "O", "C", "O", "C", "C", "C", "H", "H", "H", "H", "H", "H", "H", "H", "O", "C", "O", "C", "C", "C", "H", "H", "H", "H", "H", "H", "H", "H"],
  "xyz": [[-6.547, 2.820, -0.419], [-6.718, 2.080, 0.959], [-5.970, 0.828, 1.070], [-4.553, 1.087, 0.909], [-3.808, 0.564, -0.360], [-2.520, 1.059, -0.112], [-2.382, 1.035, 1.401], [-3.709, 0.550, 1.902], [-7.512, 3.179, -0.785], [-6.054, 2.153, -1.122], [-5.918, 3.697, -0.259], [-6.319, 2.737, 1.731], [-7.789, 1.913, 1.103], [-6.278, 0.223, 0.323], [-4.286, 2.160, 0.932], [-3.714, -0.527, -0.170], [-4.235, 0.731, -1.352], [-1.421, 0.350, 1.699], [-2.174, 2.187, 1.779], [-1.768, -1.349, -5.081], [-1.050, -1.405, -4.113], [-1.446, -0.858, -2.970], [-0.744, -1.040, -1.721], [0.373, -0.037, -1.560], [0.326, -2.011, -4.203], [-0.400, -2.073, -1.621], [-1.484, -0.876, -0.940], [1.135, -0.153, -2.340], [0.855, -0.148, -0.591], [-0.020, 0.976, -1.639], [1.025, -1.257, -4.560], [0.291, -2.831, -4.919], [0.687, -2.427, -3.266], [3.129, -5.770, -2.450], [2.654, -6.233, -3.446], [2.227, -5.408, -4.413], [1.826, -5.848, -5.712], [0.369, -6.262, -5.733], [2.447, -7.717, -3.598], [2.490, -6.633, -6.079], [1.969, -4.989, -6.366], [0.184, -7.113, -5.076], [0.064, -6.534, -6.744], [-0.261, -5.444, -5.385], [1.500, -7.992, -3.133], [3.255, -8.230, -3.082], [2.458, -8.063, -4.630], [1.568, 1.114, 0.950], [2.713, 1.448, 1.009], [3.638, 0.788, 0.281], [4.985, 1.230, 0.148], [5.847, 0.735, 1.290], [3.138, 2.533, 1.958], [5.030, 2.314, 0.032], [5.340, 0.802, -0.790], [5.510, 1.133, 2.248], [6.888, 1.030, 1.141], [5.796, -0.352, 1.358], [3.304, 2.099, 2.944], [2.328, 3.255, 2.025], [4.027, 3.080, 1.647], [3.231, 3.031, 5.531], [2.143, 3.468, 5.787], [1.125, 3.128, 4.992], [-0.251, 3.412, 5.269], [-0.641, 4.792, 4.785], [1.923, 4.444, 6.913], [-0.473, 3.260, 6.327], [-0.816, 2.661, 4.720], [-0.081, 5.574, 5.302], [-1.705, 4.965, 4.946], [-0.427, 4.891, 3.721], [2.135, 5.450, 6.555], [2.616, 4.201, 7.716], [0.922, 4.412, 7.335]],
  "mulliken_charge": [-0.750, -0.642, -0.336, -0.338, -0.300, -0.681, 1.252, -0.846, 0.332, 0.171, 0.249, 0.309, 0.424, 0.329, 0.136, 0.205, 0.264, -0.326, -0.387, -0.650, 0.706, -0.332, -0.265, -0.565, -0.757, 0.364, 0.006, 0.367, 0.150, 0.245, 0.276, 0.153, 0.297, -0.559, 0.736, -0.353, -0.498, -0.897, -0.923, 0.410, 0.334, 0.267, 0.370, 0.263, 0.253, 0.300, 0.319, -0.536, 0.772, -0.359, -0.451, -0.938, -1.023, 0.377, 0.338, 0.230, 0.354, 0.299, 0.267, 0.243, 0.338, -0.580, 0.827, -0.324, -0.333, -1.028, -1.092, 0.339, 0.307, 0.327, 0.365, 0.280, 0.256, 0.327, 0.337]
}

{
  "formula": "C20H43BO8P3S",
  "method": "ωB97M-V with the def2-TZVPD basis set",
  "lumo_energy_ev": 1.9,
  "multiplicity": 1,
  "homo_energy_ev": -3.81,
  "charge": -1,
  "max_force_ev_per_a": 6.7,
  "homo_lumo_gap_ev": 5.70,
  "elements": ["C", "C", "C", "C", "C", "C", "B", "P", "S", "C", "C", "H", "H", "H", "H", "H", "H", "H", "H", "H", "H", "H", "H", "H", "O", "P", "O", "C", "C", "O", "C", "C", "O", "C", "C", "H", "H", "H", "H", "H", "H", "H", "H", "H", "H", "H", "H", "H", "H", "H", "O", "P", "O", "C", "C", "O", "C", "C", "O", "C", "C", "H", "H", "H", "H", "H", "H", "H", "H", "H", "H", "H", "H", "H", "H", "H"],
  "xyz": [[-0.149, -4.367, -1.238], [-1.357, -3.449, -1.063], [-1.730, -3.049, 0.209], [-2.810, -2.180, 0.353], [-3.497, -1.738, -0.772], [-4.703, -0.818, -0.686], [-6.059, -1.681, -1.144], [-6.114, -3.467, -0.386], [-5.453, -4.970, -1.520], [-3.103, -2.142, -2.049], [-2.028, -3.009, -2.195], [0.743, -3.741, -1.124], [-0.146, -5.176, -0.506], [-0.143, -4.809, -2.236], [-1.173, -3.414, 1.067], [-3.172, -1.841, 1.319], [-4.559, 0.020, -1.373], [-4.825, -0.458, 0.342], [-7.043, -1.085, -0.732], [-6.066, -1.696, -2.353], [-7.456, -3.788, -0.058], [-5.373, -3.498, 0.824], [-3.638, -1.787, -2.922], [-1.757, -3.307, -3.202], [0.888, 1.009, 3.467], [0.788, -0.399, 3.931], [2.011, -0.543, 5.017], [2.149, 0.447, 6.031], [1.051, 0.362, 7.078], [1.412, -1.184, 2.633], [1.312, -0.608, 1.324], [2.613, 0.066, 0.928], [-0.043, -1.701, 4.383], [0.619, -2.954, 4.624], [0.675, -3.262, 6.103], [2.173, 1.444, 5.586], [3.120, 0.283, 6.500], [0.060, 0.343, 6.617], [1.105, 1.214, 7.756], [1.147, -0.548, 7.671], [0.479, 0.091, 1.277], [1.084, -1.418, 0.628], [3.037, 0.642, 1.750], [2.458, 0.728, 0.073], [3.356, -0.683, 0.644], [1.614, -2.977, 4.187], [0.022, -3.713, 4.118], [1.344, -2.576, 6.621], [1.048, -4.275, 6.267], [-0.310, -3.163, 6.560], [-0.134, 4.079, -2.812], [1.290, 3.659, -2.837], [1.741, 3.884, -4.398], [1.438, 5.123, -5.030], [2.283, 6.268, -4.498], [1.125, 2.031, -2.776], [-0.026, 1.437, -2.149], [-1.054, 1.007, -3.177], [2.776, 3.579, -2.207], [3.796, 2.785, -2.833], [4.823, 3.660, -3.516], [0.376, 5.353, -4.923], [1.628, 4.988, -6.096], [2.252, 6.314, -3.406], [1.931, 7.220, -4.899], [3.328, 6.148, -4.785], [-0.463, 2.125, -1.427], [0.324, 0.568, -1.591], [-1.193, 1.752, -3.960], [-2.013, 0.815, -2.694], [-0.734, 0.086, -3.666], [3.378, 2.065, -3.531], [4.276, 2.223, -2.031], [4.396, 4.161, -4.383], [5.666, 3.059, -3.863], [5.189, 4.435, -2.840]],
  "mulliken_charge": [-1.523, 1.228, -0.546, -0.837, 0.877, -1.362, 0.263, 0.102, -0.567, -0.329, -0.859, 0.261, 0.371, 0.371, 0.470, 0.395, 0.127, 0.292, -0.212, -0.198, 0.026, -0.041, 0.407, 0.290, -0.836, 1.143, -0.330, -0.388, -0.927, -0.359, -0.176, -0.902, -0.343, -0.054, -1.113, 0.358, 0.299, 0.266, 0.376, 0.247, 0.410, 0.131, 0.337, 0.032, 0.344, 0.277, 0.371, 0.128, 0.411, 0.294, -0.827, 1.084, -0.337, -0.390, -0.916, -0.291, -0.042, -0.965, -0.359, -0.104, -1.121, 0.363, 0.299, 0.255, 0.376, 0.245, 0.376, 0.078, 0.333, 0.147, 0.284, 0.300, 0.381, 0.123, 0.413, 0.295]
}

{
  "formula": "C20H43BrFNO3Sb",
  "method": "ωB97M-V with the def2-TZVPD basis set",
  "lumo_energy_ev": 2.7,
  "multiplicity": 1,
  "homo_energy_ev": -3.91,
  "charge": -1,
  "max_force_ev_per_a": 0.6,
  "homo_lumo_gap_ev": 6.59,
  "elements": ["C", "C", "C", "F", "Sb", "C", "C", "C", "Br", "C", "C", "N", "C", "C", "C", "C", "O", "H", "H", "H", "H", "H", "H", "H", "H", "H", "H", "H", "H", "H", "H", "H", "H", "H", "H", "H", "H", "H", "H", "H", "H", "H", "H", "H", "C", "C", "C", "O", "C", "H", "H", "H", "H", "H", "H", "H", "H", "C", "C", "C", "O", "C", "H", "H", "H", "H", "H", "H", "H", "H"],
  "xyz": [[-0.986, -5.194, -2.332], [0.081, -4.875, -1.272], [-0.443, -4.032, -0.131], [-1.556, -4.704, 0.454], [-1.014, -1.926, -0.691], [-1.503, -1.510, 1.454], [-2.967, -1.719, 1.787], [-3.463, -0.983, 3.019], [-3.452, 0.959, 2.806], [1.092, -1.324, -0.244], [1.241, 0.172, -0.021], [2.420, 0.842, -0.656], [2.144, 1.447, -1.957], [1.567, 0.450, -2.947], [3.066, 1.683, 0.233], [3.476, 1.024, 1.538], [3.305, 2.860, 0.009], [-1.977, -4.909, -1.976], [-0.810, -4.647, -3.258], [-1.009, -6.259, -2.567], [0.518, -5.805, -0.886], [0.899, -4.304, -1.724], [0.313, -3.974, 0.660], [-0.597, -2.223, -2.405], [-2.681, -2.458, -0.996], [-1.436, -0.227, -1.078], [-1.227, -0.461, 1.609], [-0.863, -2.130, 2.092], [-3.148, -2.782, 1.983], [-3.600, -1.447, 0.933], [-4.494, -1.228, 3.266], [-2.836, -1.182, 3.887], [1.724, -1.667, -1.066], [1.378, -1.865, 0.663], [1.320, 0.342, 1.049], [0.346, 0.722, -0.347], [3.086, 1.842, -2.341], [1.473, 2.307, -1.850], [2.273, -0.359, -3.147], [1.368, 0.976, -3.881], [0.625, 0.020, -2.605], [2.889, 1.448, 2.353], [4.536, 1.195, 1.722], [3.284, -0.046, 1.502], [-1.678, 4.534, -4.811], [-1.035, 5.304, -3.658], [-0.157, 4.229, -3.028], [0.245, 3.373, -4.099], [-0.524, 3.645, -5.263], [-2.056, 5.171, -5.610], [-2.502, 3.922, -4.439], [-0.421, 6.121, -4.044], [-1.755, 5.719, -2.954], [-0.715, 3.642, -2.291], [0.737, 4.623, -2.543], [0.103, 4.160, -6.002], [-0.855, 2.698, -5.692], [0.849, -0.468, 5.690], [-0.397, 0.293, 5.235], [0.060, 0.853, 3.893], [0.989, -0.095, 3.369], [1.352, -1.039, 4.369], [0.644, -1.243, 6.429], [1.582, 0.223, 6.111], [-1.229, -0.400, 5.089], [-0.715, 1.071, 5.927], [0.563, 1.820, 4.018], [-0.753, 0.976, 3.176], [0.874, -2.000, 4.147], [2.434, -1.179, 4.340]],
  "nbo_charge": [-0.620, -0.454, -0.119, -0.428, 1.251, -0.807, -0.451, -0.383, -0.070, -0.824, -0.257, -0.464, -0.207, -0.623, 0.705, -0.715, -0.639, 0.224, 0.210, 0.189, 0.179, 0.212, 0.147, -0.276, -0.258, -0.282, 0.199, 0.194, 0.220, 0.211, 0.204, 0.196, 0.212, 0.199, 0.228, 0.199, 0.199, 0.180, 0.197, 0.217, 0.229, 0.233, 0.222, 0.225, -0.431, -0.429, -0.074, -0.536, -0.063, 0.207, 0.207, 0.195, 0.214, 0.178, 0.193, 0.155, 0.186, -0.430, -0.428, -0.076, -0.546, -0.062, 0.209, 0.196, 0.201, 0.212, 0.158, 0.213, 0.170, 0.179]
}